Run one
Entry from OMol25: 16 unconnected molecules or ions with the total composition C3H41N2O15 (ωB97M-V/def2-TZVPD).

Computed properties:
Charge: +1

XYZ file:
```
61
Properties=species:S:1:pos:R:3:lowdin_charge:R:1
C -0.6999 0.2230 1.6150 -0.24
N 0.5943 0.2159 0.9043 0.02
C -1.2393 -1.2021 1.3888 -0.08
N -2.1657 -1.2604 0.0958 0.04
C -3.5491 -1.6665 0.5578 -0.02
H -0.6183 0.4050 2.6828 0.11
H -1.4033 0.9631 1.2965 0.08
H 1.3420 0.4288 1.5920 0.04
H 0.5037 0.9249 0.1701 0.05
H -0.5230 -1.9540 1.2471 0.08
H -1.8575 -1.4899 2.2729 0.12
H -1.8666 -1.8731 -0.7033 0.10
H -2.1778 -0.2838 -0.2903 0.10
H -4.2459 -1.8349 -0.2410 0.08
H -3.4494 -2.5007 1.2369 0.10
H -4.0205 -0.8084 1.0167 0.08
H 1.9689 2.0756 -4.1852 0.05
H 1.8302 0.6537 -4.3921 0.04
O 1.9453 1.2684 -3.6727 -0.03
H 1.1997 -1.4927 -0.9503 0.04
H 1.7994 -2.7155 -1.8512 0.01
O 1.3466 -1.8945 -1.8311 -0.07
H 0.1324 -4.5429 -1.3435 0.04
H 0.0446 -3.0614 -1.1864 0.00
O -0.4366 -3.8996 -0.9644 -0.05
H -3.1473 0.5961 3.9669 0.05
H -3.7938 1.3941 2.8319 0.07
O -3.1669 0.6736 3.0169 -0.04
H -3.2080 1.3849 -2.0542 0.06
H -1.8728 2.0584 -1.0690 0.05
O -2.5838 1.2676 -1.3141 -0.15
H 4.2861 -1.8501 2.3631 0.13
H 3.2607 -0.8029 2.0288 0.05
O 3.5881 -1.6405 1.6379 -0.09
H -2.8693 -3.1236 -2.8165 0.09
H -2.6397 -3.6600 -1.4430 -0.01
O -3.3242 -3.2007 -1.9199 -0.08
H 1.8770 -3.3095 0.5880 0.02
H 3.3966 -3.5644 0.3976 0.05
O 2.5588 -3.4416 -0.0507 -0.04
H 1.5002 2.4292 1.9877 0.06
H 2.5279 2.0814 3.2593 0.05
O 1.7259 1.9147 2.7888 -0.05
H -1.2679 -0.2537 -2.4325 0.03
H -0.3900 -1.2692 -3.2007 0.05
O -0.9141 -1.1461 -2.4119 -0.06
H 0.2377 3.7821 3.0892 0.06
H -0.3769 4.6127 1.8726 0.03
O -0.6157 4.0304 2.6105 -0.08
H 3.1324 1.0922 -0.8852 0.01
H 1.8132 1.1919 -1.5108 0.02
O 2.3588 1.7125 -0.8748 -0.11
H 3.9398 -0.4472 0.3968 -0.02
H 4.9109 -0.3853 -0.8712 0.08
O 4.4331 0.1184 -0.1917 -0.05
H 1.9756 4.0358 -1.2220 0.05
H 0.6285 4.7337 -1.4335 0.07
O 1.0894 4.0880 -0.8779 -0.05
H -0.5064 3.5129 -0.6013 0.01
H -1.5625 3.3507 0.4149 0.05
O -1.4559 3.3556 -0.5352 0.00
```

Run two
Entry from OMol25: 16 unconnected molecules or ions with the total composition C3H41N2O15 (ωB97M-V/def2-TZVPD).

Computed properties:
Charge: +1

XYZ file:
```
61
Properties=species:S:1:pos:R:3:lowdin_charge:R:1
N 1.2752 1.3081 -1.1517 0.12
C 0.5974 0.1779 -0.3716 -0.11
C -0.8082 -0.2223 -0.9296 -0.24
N -0.6212 -1.1593 -1.9453 -0.10
C -0.7709 -2.5921 -1.5324 -0.06
H 1.6997 1.0287 -2.0520 0.14
H 0.6051 2.0726 -1.4568 0.10
H 2.0462 1.8691 -0.5968 0.10
H 1.3027 -0.5496 -0.2681 0.06
H 0.6094 0.5479 0.7352 0.12
H -1.4436 -0.6056 0.0014 0.14
H -1.3459 0.7250 -1.1988 0.10
H -1.3096 -0.9956 -2.7615 0.13
H -0.1586 -2.7847 -0.6874 0.06
H -0.5113 -3.1807 -2.2970 0.04
H -1.7116 -2.9700 -1.1299 0.08
H 1.2346 3.7321 0.3768 -0.01
H 2.6785 3.9872 0.9669 0.11
O 2.1715 3.6767 0.1345 -0.10
H -2.0637 -3.5758 1.8254 -0.03
H -3.4360 -3.6512 1.8705 0.06
O -2.7786 -3.0385 1.5777 -0.02
H -0.7577 -0.4033 2.0362 -0.02
H 0.3530 -1.3131 2.6042 0.05
O -0.0988 -0.4288 2.6733 -0.03
H -4.1758 -0.2688 1.4932 0.04
H -2.8842 -1.2701 1.6050 0.04
O -3.3226 -0.3854 1.8905 -0.09
H 3.6675 -1.7082 -3.4883 0.07
H 2.1634 -1.3668 -3.7375 0.07
O 2.8271 -1.5242 -3.0140 -0.08
H 0.5099 4.1378 2.6976 0.06
H -0.6276 3.5301 1.7780 0.04
O 0.0615 4.2211 1.8467 -0.06
H -0.7736 2.0156 -3.2551 0.04
H 0.0307 1.8514 -4.6050 0.00
O -0.2741 1.4415 -3.8546 -0.01
H -0.8036 4.1433 -0.7205 0.09
H -1.7452 2.8798 -0.6545 0.00
O -0.8847 3.1775 -0.8474 -0.03
H 2.7213 -2.1570 -0.9918 -0.03
H 3.9883 -3.0127 -0.7386 0.10
O 3.0250 -2.8975 -0.5085 -0.05
H 2.3595 -2.5085 2.3906 0.08
H 1.8635 -2.4928 1.0742 -0.01
O 1.5539 -2.3852 1.9357 0.00
H -2.6414 0.3200 -2.6414 -0.07
H -4.1683 -0.0166 -3.2093 0.10
O -3.5427 0.4754 -2.5841 -0.05
H 4.0507 1.5827 0.5141 0.11
H 2.7869 0.9702 1.2716 0.05
O 3.1548 1.1642 0.3593 -0.11
H 0.0107 -3.2560 2.0877 0.03
H -0.3549 -4.7248 2.1733 0.04
O -0.4858 -3.9302 2.6489 -0.05
H -3.1532 1.4274 1.6245 0.01
H -3.6681 2.8039 1.1445 0.12
O -2.8339 2.1753 1.0456 -0.12
H 1.0264 0.8635 2.7801 -0.08
H 2.1061 1.6255 3.4488 0.08
O 1.6752 1.4437 2.6175 0.00
```

Stability comparison, relative energies in kJ/mol: run one 0.0; run two 70.3

Run one
Entry from OMol25: a gas-phase ion, C6H11N4 (charge +1) (ωB97M-V/def2-TZVPD).

Computed properties:
Charge: +1
Structure (SMILES): C=N/C=C/NC[NH+]=C=NC

XYZ file:
```
21
Properties=species:S:1:pos:R:3:lowdin_charge:R:1
C -1.4924 -0.4006 2.0207 -0.16
C 1.5049 -0.5911 -1.6244 -0.03
C -1.8760 1.4414 3.3070 -0.05
C -1.0199 -0.5103 -1.6399 -0.06
C -1.4420 0.1105 0.7837 -0.14
C 3.7389 0.4998 -1.6848 -0.03
N -1.1918 0.4327 3.0993 -0.01
N -1.7102 -0.6873 -0.3561 -0.05
N 2.5444 -0.1628 -1.8953 0.12
N 0.3710 -1.1086 -1.3727 0.13
H -1.6464 -1.4209 2.2087 0.10
H -2.7579 1.7417 2.7731 0.08
H -1.5751 2.1910 4.0250 0.08
H -1.5139 -1.3474 -2.2627 0.16
H -0.8940 0.4445 -2.0357 0.11
H -1.4013 1.2150 0.7560 0.12
H 3.9210 1.2257 -2.5129 0.13
H 3.7229 0.8246 -0.6103 0.13
H 4.4354 -0.3547 -1.8769 0.13
H -2.0840 -1.5973 -0.1435 0.12
H 0.3663 -1.9460 -0.9584 0.11
```

Run two
Entry from OMol25: a gas-phase ion, C6H11N4 (charge +1) (ωB97M-V/def2-TZVPD).

Computed properties:
Charge: +1
Structure (SMILES): C/[NH+]=C1\N=NN[C@]2(C)C[C@H]12

XYZ file:
```
21
Properties=species:S:1:pos:R:3:lowdin_charge:R:1
C -0.6886 -0.0387 -0.8360 -0.22
C 1.2331 1.3640 0.3516 0.01
C 0.8307 0.0666 -0.2861 -0.05
C 0.8187 0.1380 1.2527 -0.41
C 1.8284 -0.4005 2.1857 -0.01
C -2.2689 -0.6756 -2.6279 0.02
N -1.6668 0.4933 -0.1005 0.10
N -1.5073 0.5337 1.1494 0.06
N -0.4369 0.3191 1.8158 0.10
N -0.8356 -0.5736 -2.0077 0.08
H 2.3055 1.3886 0.3325 0.11
H 0.7592 2.3148 0.2131 0.12
H 1.6841 -0.4666 -0.6838 0.14
H 1.6973 -1.3872 2.4011 0.04
H 1.7795 0.1416 3.2019 0.13
H 2.9563 -0.3355 1.7979 0.15
H -2.3783 -1.5622 -3.3210 0.12
H -2.4317 0.3498 -3.0546 0.11
H -2.9420 -0.8125 -1.8633 0.04
H -0.6469 0.0665 2.7499 0.17
H -0.0900 -0.9234 -2.6708 0.19
```

Stability comparison, relative energies in kJ/mol: run one 5.9; run two 0.0

Run one
Entry from OMol25: a single C6H10O2 molecule (ωB97M-V/def2-TZVPD).

Computed properties:
Charge: 0
Structure (SMILES): C=CCCCC(=O)O

XYZ file:
```
18
Properties=species:S:1:pos:R:3:lowdin_charge:R:1
O 0.4818 1.8061 0.0873 0.11
C 0.9834 1.2769 -0.8723 -0.51
O 1.9025 1.9823 -1.6120 0.07
C 0.5712 0.0558 -1.6051 -0.10
C 0.0951 -1.2308 -0.7966 -0.17
C -0.9643 -1.0486 0.3248 -0.18
C -1.0945 0.0937 2.5681 0.01
C -0.3491 -0.4579 1.6006 -0.17
H 1.9391 2.8899 -1.2674 0.12
H -0.3237 0.3965 -2.1568 0.13
H 1.2005 -0.1678 -2.4749 0.12
H -0.3574 -1.9924 -1.4211 0.10
H 1.1285 -1.5515 -0.5127 0.12
H -1.6695 -0.3389 -0.1254 0.12
H -1.4644 -1.9762 0.5073 0.10
H -0.6986 0.4119 3.5105 0.05
H -2.0836 0.2949 2.5542 0.02
H 0.7027 -0.4439 1.6916 0.08
```

Run two
Entry from OMol25: 2 unconnected molecules or ions with the total composition C6H10O2 (ωB97M-V/def2-TZVPD).

Computed properties:
Charge: 0
Structure (SMILES): C=CC(=C)CO.C=O

XYZ file:
```
18
Properties=species:S:1:pos:R:3:lowdin_charge:R:1
C -0.2032 0.0053 1.9471 -0.15
C -1.4443 -0.0880 -1.0680 -0.24
C -0.0471 0.1528 -0.5244 -0.35
C 0.8121 -1.0500 -0.5218 -0.16
C 0.4363 1.4096 -0.4049 0.08
C 2.1309 -1.0447 -0.2433 0.04
O 0.2176 -1.1550 1.8626 -0.05
O -2.3304 0.9963 -0.9191 -0.06
H -2.4332 1.1862 0.0228 0.08
H -1.2805 0.2345 1.9695 0.09
H 0.4419 0.8115 2.3244 0.09
H -1.3859 -0.2734 -2.1453 0.14
H -1.8533 -0.9952 -0.5962 0.13
H 0.3918 -1.8982 -1.0486 0.11
H -0.2308 2.2571 -0.4217 0.07
H 1.4668 1.6038 -0.1738 0.07
H 2.6119 -0.1922 0.2029 0.06
H 2.6994 -1.9604 -0.2622 0.06
```

Run three
Entry from OMol25: a single C6H10O2 molecule (ωB97M-V/def2-TZVPD).

Computed properties:
Charge: 0
Structure (SMILES): COC#CC(C)(C)O

XYZ file:
```
18
Properties=species:S:1:pos:R:3:lowdin_charge:R:1
C -0.1623 0.2142 -0.3552 0.07
C -1.1346 0.8712 -0.6539 -0.11
C 2.0372 1.0010 0.1531 -0.03
C 1.0314 -1.0025 1.6176 -0.02
C -3.1600 0.3298 -1.0808 -0.16
C 1.1482 -0.2867 0.1793 -0.61
O 1.7924 -1.2476 -0.5661 -0.01
O -2.2867 1.3353 -1.0425 -0.05
H 3.1221 0.8899 0.4723 0.10
H 2.0937 1.1653 -0.8786 0.05
H 1.5394 1.8451 0.6852 0.10
H 2.0571 -1.5663 1.7548 0.12
H 0.7928 -0.2453 2.4082 0.08
H 0.2349 -1.7086 1.6351 0.05
H -2.8729 -0.4361 -0.3017 0.11
H -3.2599 -0.2165 -2.0860 0.12
H -4.1806 0.7201 -0.7844 0.11
H 1.2077 -1.6623 -1.1564 0.08
```

Stability comparison, relative energies in kJ/mol: run one 0.0; run two 203.7; run three 266.2